1.
The following is a quantum chemistry calculation of C39H64BF2O27S4 as an isolated structure, from the OMol25 dataset.

Geometry as XYZ:
```
137
Properties=species:S:1:pos:R:3:forces:R:3
H -1.43957 1.83215 -1.43593 -0.60 -0.37 -2.65
H 2.74276 -6.47950 -0.65265 -0.50 -0.32 0.28
H -7.59774 -0.04826 2.00871 0.00 -0.09 0.17
O -1.86038 -1.26523 4.29655 -3.96 0.40 2.56
C -6.70308 0.53773 1.85848 0.69 0.19 0.01
H 3.02279 -3.48055 0.91542 -1.55 0.95 2.14
H 0.04013 -2.55131 2.54936 0.36 -1.51 -0.61
S 3.19659 4.22861 -1.63596 -2.05 -0.59 -0.40
H -2.25275 -0.96793 2.20831 -1.63 -1.28 4.20
H -1.49622 -3.46712 2.04756 1.17 -0.79 0.40
H 1.68797 3.84122 0.25446 1.22 0.76 -0.66
H -2.35864 1.31216 0.63888 -2.05 2.37 -2.22
H 4.77800 -0.48198 -1.28144 1.17 -2.02 0.70
C 0.95417 -4.66740 0.65253 -2.84 -1.06 1.27
H 0.01367 2.10500 -2.25524 -1.33 1.23 -1.63
C -1.79408 -2.26126 -1.73395 1.04 -0.22 0.26
H -1.59109 0.04727 -5.15854 -0.23 -0.02 0.15
O 3.70070 0.59262 -0.84757 -3.61 5.30 7.51
C -2.64905 -2.85451 -4.30112 -0.24 -0.08 0.43
H 4.98302 -0.42211 2.26581 -0.03 0.62 -0.53
H -0.50291 -0.47106 4.34514 1.22 1.23 -0.27
C -4.22812 0.73835 2.11217 -7.45 0.99 -1.42
C -2.96918 3.97891 -1.35287 0.60 -1.33 1.31
S -1.77696 2.12650 -3.98474 1.84 0.41 0.42
O 1.81213 1.21153 -2.91686 -4.34 -0.70 1.89
H -5.02655 4.65816 -3.75140 0.36 -0.02 -0.15
O -3.95926 3.94503 -2.19526 -1.04 0.93 -1.65
C 3.56521 -0.15839 -2.86700 1.28 -2.51 -6.47
O -1.81565 -2.11964 1.09105 -5.30 3.88 -8.23
O -0.96541 2.99274 -4.94853 -1.00 -1.03 1.02
O -2.26343 0.74692 2.23222 11.60 0.55 -2.33
C 1.60170 -1.40867 3.01182 1.42 0.51 0.76
H -3.28043 0.37161 2.47792 -5.11 -1.70 0.63
F -1.49900 -4.82273 -4.33480 0.59 -1.00 0.37
C 2.98352 -5.86213 0.21279 0.16 -0.08 -1.50
C -1.37773 -3.44948 -2.33259 -0.01 -1.11 -2.23
C -6.72398 1.74116 1.14562 2.02 1.08 -0.28
O 1.67917 2.17378 1.57256 1.82 0.99 3.71
C -2.98279 -1.68015 -3.69196 -1.83 0.15 1.44
C 4.41647 -0.35803 -5.49457 0.73 -1.17 0.62
C -5.50139 2.42640 0.97096 -0.11 0.10 0.45
H 3.11658 -3.53425 2.69925 -0.22 0.08 0.18
O 1.88147 -5.54356 1.05877 -1.14 0.49 -0.03
C -4.03762 4.84609 -3.33332 0.44 0.40 0.77
H 0.16661 3.38183 0.93157 0.13 -0.23 0.23
C -1.12043 -1.16237 0.91416 -1.75 3.05 -1.23
H -3.38817 2.53685 1.39834 -2.36 0.06 1.17
O 6.07160 0.63757 -3.57008 -1.62 -0.16 -0.41
C -1.22857 0.38605 -4.18801 1.00 0.75 -0.18
H 3.38058 0.54719 -2.05697 1.54 -2.14 -4.26
C -0.48660 -3.14037 1.79858 4.34 -6.32 -1.01
H 3.80235 -0.46796 3.49647 -0.44 0.47 -0.09
C -1.03708 2.39391 -2.27885 0.95 0.47 -1.87
H -3.74777 -1.07890 -4.16070 0.20 0.38 -0.25
H 1.94043 -1.84906 0.02796 0.63 -0.19 -0.59
C 3.10084 -2.88418 1.82445 -0.78 0.92 2.42
C 4.66733 -1.21484 -0.48221 2.40 -2.31 1.15
H -4.24395 0.49701 6.48018 -0.10 0.17 -0.14
H 0.86709 4.01155 2.41848 0.95 -0.10 -0.06
O -3.76748 0.10787 4.25327 3.09 -1.31 3.02
C 1.49850 0.83694 -1.79340 2.37 0.06 -3.32
C 3.48687 2.81710 -2.84078 -0.32 2.79 0.25
H -1.53675 -0.27259 -3.37602 0.21 1.16 -0.73
H -1.97727 2.95809 1.18040 0.12 0.18 -0.36
O -2.33442 -0.01035 6.00115 0.70 -0.06 1.20
H -2.95765 -0.46656 -1.84964 0.01 0.26 -0.20
H 4.17536 -0.76769 0.38157 -0.06 -0.81 -0.24
O -2.02102 4.71503 -1.26010 -1.20 0.99 0.41
H 0.57933 0.86093 3.96441 0.04 -0.42 -0.31
H 1.62965 -3.34357 -0.69662 1.10 1.14 -1.37
C 2.49714 1.72552 2.59196 -0.99 -1.15 1.28
H -0.14353 0.28231 -4.19521 0.18 0.66 -0.17
H -3.27830 0.39184 7.88018 1.01 -0.22 -0.14
H -1.00461 -2.08896 2.68612 -3.17 1.98 3.59
C -3.23782 0.71324 6.83943 -1.57 0.09 -0.75
C 2.17221 -2.41504 -0.87429 1.01 1.24 0.72
H -1.02307 3.44406 -1.98716 -0.11 -0.48 -0.93
H -3.11942 1.79347 6.75476 0.40 -0.10 0.04
H -2.82430 -2.42386 2.98297 0.28 -0.30 -0.16
C -5.44286 0.11365 2.32715 -0.50 0.19 -1.02
O 2.06197 -1.92660 1.84321 -1.33 0.63 2.75
H 5.04204 -0.19972 -6.37305 -0.16 0.99 0.10
O 0.33119 0.72948 -1.34804 -1.63 -3.14 3.44
O 2.22596 1.73618 3.79008 1.29 1.00 -2.35
H 4.02141 -2.30126 1.79555 -0.13 -0.41 0.12
H -7.52062 2.30835 0.68730 -0.83 -0.81 0.22
C 2.49062 0.51529 -0.68885 0.01 0.96 2.20
O 0.16759 -4.36124 1.78054 4.27 -3.22 -1.98
H -3.12664 -3.10947 -5.23563 0.31 -0.11 -0.20
H 3.55667 1.87887 -2.29038 1.03 2.11 -0.50
H 3.36273 -0.47881 -5.74586 0.09 0.16 0.03
H 2.66933 -0.41159 -3.43391 0.57 -0.56 -0.15
O 2.05965 5.07625 -2.18483 1.30 -0.06 -0.13
H 4.23236 3.02957 -3.60708 0.37 0.43 0.96
H 4.13989 -1.06639 -2.68423 -0.11 0.14 -0.25
H -0.63877 -4.12973 -1.93561 -0.37 0.25 0.37
H 2.55486 2.78357 -3.40499 0.36 0.67 0.15
H -0.37704 -2.68014 0.81661 2.44 -3.48 1.15
C -4.30425 1.97149 1.48543 -1.07 -0.69 1.04
H -3.20214 4.71345 -4.02068 -0.18 -0.56 -0.11
C -1.40464 0.25576 1.45468 -0.05 0.33 0.78
H -5.36237 3.36250 0.45061 -0.92 0.18 -0.23
S 3.95795 -2.82328 -0.96296 0.62 1.47 -0.21
H 3.38996 -4.91037 -0.12933 -0.30 -1.48 -0.21
O 0.63600 -4.30334 -0.49622 0.02 -2.93 3.43
O -0.48755 0.99426 0.95739 1.95 -0.45 -0.75
H 5.65098 -1.48110 -0.09536 0.34 -0.38 -0.20
C -2.75469 -0.34545 4.78634 -1.29 -0.39 -0.93
C -0.10992 0.13674 3.53013 1.52 2.17 4.27
O 1.81463 0.37035 0.44204 0.40 -1.91 -2.81
H -3.94644 5.88591 -3.01939 -0.25 0.00 0.31
B 0.40106 0.23905 0.07931 0.88 0.70 -0.32
H -1.32406 2.22043 -0.31101 -0.26 1.38 1.65
S 4.62036 0.75202 -4.05664 1.19 -0.98 -0.91
O 2.07055 -1.43512 4.14066 -0.72 -0.65 -2.00
C 0.65534 3.09763 1.86349 -1.73 -0.04 1.56
C -2.21004 2.34142 0.31228 1.97 1.38 -3.48
H 1.72546 -1.83320 -1.68051 0.61 -0.46 -0.65
C 4.33625 0.23056 2.85216 1.04 -0.46 1.82
O 3.55184 1.05937 2.04970 -1.54 1.40 -0.79
F -5.32147 -1.03551 3.01534 -1.37 -1.11 -0.25
H 4.83652 -1.29620 -5.13198 -0.38 -0.43 0.15
C -1.82949 -3.74993 -3.61951 -0.43 1.77 0.28
C -1.99379 -1.71848 2.95511 -2.62 1.53 3.39
H 3.80778 -6.30378 0.77280 -0.55 -0.14 0.42
O -3.19558 2.85454 -0.61371 0.39 0.20 0.75
H 2.78234 2.47083 0.05621 -0.04 0.78 -0.84
O 0.50863 -0.73920 2.65977 1.11 0.46 -1.21
H -0.06747 2.54811 2.46655 -0.14 0.46 0.06
H 4.94390 0.85433 3.50774 0.21 -0.07 0.01
H 1.32289 2.86186 -1.02500 0.40 -0.07 -0.28
O 4.27318 -3.68927 0.26202 4.47 0.03 -4.52
H -0.92440 0.70524 3.08120 1.89 -0.70 1.54
C -2.58494 -1.33426 -2.37368 -0.79 -2.16 -0.32
H -1.32170 -2.08259 -0.77931 -0.92 -0.39 -1.38
O -0.02915 -1.11965 0.19031 -1.20 0.35 -0.60
C 2.19739 3.21784 -0.48037 1.00 0.99 -0.45
```
Forces are in eV/Å.

The value obtained for the electronic energy is -5371.9783 a.u. For the maximum force, the calculation gives 11.85 eV Å⁻¹. The charge is -1.

2.
The following is a quantum chemistry calculation of a 9-piece molecular cluster, C35H56BNO20P overall, from the OMol25 dataset.

Geometry as XYZ:
```
114
Properties=species:S:1:pos:R:3:forces:R:3
C 8.33996 0.46933 -6.48407 0.21 0.18 -0.45
H 7.52308 0.36038 -7.19638 -0.15 -0.01 0.35
H 5.44195 4.74617 -4.30994 0.16 0.16 0.03
C 4.54592 0.42445 -3.39197 0.29 0.52 0.05
C 5.66173 -0.54993 -3.12709 -0.06 -0.39 -0.21
C -5.40597 4.34600 -2.50012 0.44 0.26 0.24
O -1.59934 -3.47632 1.36023 -1.10 1.84 4.04
C -7.50408 1.52139 -0.10392 -0.46 -0.04 -0.20
H -6.55812 1.43725 -0.64117 -0.01 0.07 0.16
H -5.15059 -3.35847 4.08765 0.83 -0.20 0.21
O -5.83944 -0.32046 9.31873 -0.25 0.06 -0.07
H 5.38891 6.04760 -0.63769 0.14 0.00 0.09
C 0.49752 1.33365 -0.44250 0.22 0.19 -0.03
C 10.67310 0.17491 -6.29655 0.43 0.19 -0.05
C 7.61544 -6.27189 -0.63159 0.31 -0.50 -0.03
O -5.25894 -3.03365 1.32889 1.57 1.33 -0.79
C -4.01647 -2.83972 5.77115 -0.97 0.61 0.31
H -7.05443 -0.46908 12.36889 0.09 0.04 -0.06
C -7.16358 3.15828 -3.33494 -0.83 -0.35 -0.05
C 3.58386 -1.37828 -2.38547 -0.16 -0.56 0.24
C 9.63710 0.84283 -7.17190 -0.02 0.45 -0.42
H 10.96701 0.80064 -5.44873 -0.03 -0.04 -0.02
O 7.41516 -2.89291 -1.55974 -0.28 -0.51 0.31
C 4.91014 -1.84774 -2.93374 0.16 -0.63 0.00
H 0.61169 0.01216 -2.18018 0.08 0.10 0.08
H 6.19183 -0.24778 -2.22038 0.05 0.04 -0.08
H 8.07477 1.18156 -5.69904 -0.15 -0.10 -0.02
H 2.77018 -2.05617 -2.64735 -0.09 0.28 0.05
C -7.86526 -0.88765 10.37256 -0.02 0.36 0.45
N -4.15882 -3.39781 4.37998 0.18 0.99 0.24
H -0.01702 2.08489 -1.05078 0.01 -0.01 -0.01
H 9.07025 -5.04008 -1.66621 0.06 0.33 0.17
H -9.49076 -1.10237 -0.30162 0.15 -0.09 0.20
O -8.04376 -0.46345 1.03620 0.08 0.26 0.28
C -7.11658 -0.72498 9.07594 -0.50 -0.51 -0.97
H -6.19820 -2.79525 6.35328 0.88 1.07 -0.31
C 5.47192 5.34497 -3.39855 -0.39 -0.16 -0.38
O 10.03714 -1.00611 -5.79335 -0.32 -0.18 -0.02
H 4.76363 6.17344 -3.49573 0.06 0.00 0.02
H -7.90844 -1.94891 10.62785 -0.10 0.03 -0.11
C 7.27874 -3.99336 -1.09351 0.35 0.81 -0.05
H -8.55906 0.88189 -1.91498 -0.03 -0.08 0.19
C -5.33510 -2.05770 6.27828 1.16 -1.02 0.66
C -8.52498 -0.59385 -0.30614 -0.16 -0.23 -0.16
H -5.09821 -1.74105 7.35638 -0.50 -0.15 -1.64
H -5.58000 -1.16326 5.62718 0.24 -1.13 0.82
C 8.68674 -0.85161 -5.85104 -0.75 -0.32 0.49
H -5.28456 5.74049 -4.17861 0.02 -0.07 0.09
O -6.83742 1.08064 2.17223 -0.52 -0.46 -0.21
C -6.91693 4.27894 -4.30997 0.48 0.12 -0.24
H 5.46983 -6.45309 -0.35402 -0.07 0.28 0.03
H -8.86793 -0.46780 10.30174 0.01 -0.31 -0.19
C -8.63083 0.81962 -0.83137 -0.31 0.08 -0.49
C -1.03014 0.06358 0.68159 -1.10 -0.88 0.49
H -0.76756 -1.69750 -0.52382 -0.44 0.07 0.22
H 4.15487 4.39460 -1.93837 0.07 -0.01 -0.12
C 0.49955 -0.03034 -1.09529 0.21 -0.25 -0.55
O -6.25347 3.20384 -2.32764 -0.30 -0.15 -0.39
O -0.62132 -3.27088 3.41611 -2.73 0.89 -0.46
O -7.55269 -0.94983 7.98097 0.39 0.41 0.57
H -6.99771 3.92881 -5.33838 -0.34 0.02 0.14
H 5.64301 3.51344 -2.29777 -0.13 0.09 -0.07
C 5.21525 4.51136 -2.16566 -0.37 -0.47 0.24
H 3.60410 -1.25290 -1.29906 -0.01 0.02 -0.06
H -7.29876 0.94426 11.33595 0.06 -0.08 0.02
H 5.41915 -2.55519 -2.28016 -0.21 0.23 -0.13
H 7.46397 -6.75558 -1.60147 -0.01 0.02 0.10
H -5.19827 -3.13533 0.35275 -0.35 0.24 0.85
H -4.79253 4.08193 -4.53898 -0.04 0.07 0.08
C -0.82313 -0.61435 -0.64289 0.60 -0.25 -0.25
H 1.50805 1.68612 -0.22668 -0.15 0.09 0.15
C 8.38319 -4.97957 -0.82293 0.01 -0.54 -0.18
H -7.74269 2.56560 0.09496 0.36 -0.05 0.08
C 7.09959 5.88829 -1.89591 0.53 0.51 0.56
O 3.35830 -0.09740 -2.98915 0.26 0.61 -0.37
H 9.78720 1.91883 -7.27222 0.06 -0.09 0.04
C 6.29069 -5.78557 -0.08903 -0.28 -0.43 0.27
O 6.08401 -4.50360 -0.69488 0.27 0.31 -0.27
H 11.56692 -0.10100 -6.85820 -0.06 -0.17 0.20
H -4.38699 4.09480 -2.20293 -0.21 -0.14 0.15
O -0.22438 1.16403 0.78148 0.09 0.17 0.06
O 7.90038 -1.65101 -5.41872 0.71 0.03 -0.20
H -5.77295 5.15235 -1.85840 -0.01 -0.06 -0.01
H -7.81055 -1.19622 -0.87512 0.00 0.03 0.06
H -7.63286 5.08155 -4.11826 -0.08 -0.11 -0.07
H -9.58950 1.25596 -0.53138 0.04 -0.07 -0.01
H -4.98200 0.60212 10.96244 0.05 -0.11 -0.24
H -1.64085 -0.34163 -1.31459 -0.07 -0.08 0.11
H 8.11381 -6.98601 0.02570 -0.12 0.04 -0.01
O 8.10891 6.36273 -1.44467 -0.27 -0.17 -0.64
C -6.99867 -0.10821 11.34045 -0.26 0.13 0.56
O 4.67019 1.53026 -3.85941 -0.50 -0.25 0.11
O 6.78740 5.88734 -3.21985 0.34 0.07 0.31
H 6.38357 4.58379 -0.34002 0.05 0.34 0.11
H 1.32105 -0.63174 -0.69454 -0.08 0.08 -0.01
O -8.05473 2.35168 -3.40116 0.71 0.35 0.11
H -3.17617 -2.07135 5.74349 -0.87 -1.20 0.27
B -4.31462 -2.03405 1.74573 -0.17 0.13 -1.32
H -3.78335 -3.67709 6.50372 -0.18 0.99 -0.80
O -1.80902 -0.27811 1.52070 1.47 1.04 0.11
H 6.30690 -5.65910 0.99721 -0.02 0.03 -0.07
H 9.66034 0.40448 -8.17443 0.04 0.05 0.09
H 6.34548 -0.60416 -3.97386 0.06 0.24 0.21
H -4.07827 -0.12209 1.79215 0.51 -0.48 -0.87
C 5.98826 5.25868 -1.09824 -0.22 -0.44 -0.17
H -5.11835 -1.16792 11.05236 -0.02 0.03 -0.03
C -5.49973 4.69168 -3.96850 0.28 0.34 -0.41
O -4.11956 -0.76484 1.04652 -2.12 -2.09 1.57
C -7.41303 0.73314 1.17495 0.80 0.27 0.56
H 8.91219 -4.68126 0.08511 0.03 0.10 -0.11
P -3.23332 -2.29879 3.32530 -0.15 0.81 0.58
C -1.63978 -3.09995 2.67842 3.05 -2.97 -3.97
H 4.75969 -2.33242 -3.90398 -0.01 0.05 0.06
C -5.62185 -0.25099 10.73171 0.35 0.08 0.21
```
Forces are in eV/Å.

The value obtained for the electronic energy is -3293.1816 a.u. For the maximum force, the calculation gives 5.82 eV Å⁻¹. The charge is -1.

no.,Kohn-Sham gap (eV)
1,6.9
2,4.8